A single CH2FNOS molecule, computed with ωB97M-V/def2-TZVPD.

Structure (XYZ):
```
7
Properties=species:S:1:pos:R:3
O 1.3806 1.2375 -0.0852
C 0.4304 0.8493 0.4806
F -0.2914 1.5042 1.4354
N -0.2844 -0.4219 0.2988
S 0.0502 -1.7306 -0.6852
H -1.2696 -0.4121 0.4759
H -0.0159 -1.0265 -1.9202
```

As for the molecular weight: 95.1 g/mol. The value obtained for the energy relative to the best compared isomer or geometry (same formula, charge and spin) is 3.1 kcal/mol. As for the total energy: -667.34533 a.u. The charge is 0. As for the SMILES: O=C(F)NS. As for the HOMO energy: -0.365 Eh.

---

2 unconnected molecules or ions with the total composition C2H9NOS2, computed with ωB97M-V/def2-TZVPD.

Structure (XYZ):
```
15
Properties=species:S:1:pos:R:3
N 1.9745 -0.4078 -0.1046
C 1.4951 0.5958 -1.0247
C 0.1519 1.1950 -0.6242
S -1.1946 0.0062 -0.6590
S -2.8668 1.1086 -1.0101
H 1.6163 -1.3311 -0.3153
H 2.9634 -0.5643 -0.1846
H 1.4328 0.3310 -2.0855
H 2.2324 1.4075 -1.0597
H -0.0855 1.9078 -1.4151
H 0.2026 1.6077 0.3783
H -3.2465 1.3576 0.2443
O -1.3640 -2.7327 2.6083
H -1.8999 -2.3716 1.8981
H -1.4117 -2.1097 3.3539
```

As for the molecular weight: 127.2 g/mol. The value obtained for the energy relative to the best compared isomer or geometry (same formula, charge and spin) is 5.5 kcal/mol. As for the total energy: -1007.95510 a.u. The charge is 0. As for the SMILES: NCCSS.O. As for the HOMO energy: -0.337 Eh.